The following is a DFT calculation (ωB97M-V with the def2-TZVPD basis set) of 5 unconnected molecules or ions with the total composition C5H20O5.

Values from the calculation:
Relative energy (zero: lowest compared OMol25 entry of this formula, charge and spin) (kcal per mole): 57.21
Energy (eV): -15743.8429
SMILES string: CO.CO.CO.CO.CO

```
! RIJCOSX wB97M-V def2-TZVPD def2/J DEFGRID3
* xyz 0 1
C 3.244 1.856 -1.463
O 2.755 1.408 -0.228
H 4.122 1.242 -1.662
H 2.494 1.741 -2.246
H 3.469 2.917 -1.573
H 1.994 0.866 -0.449
C 2.571 -0.888 3.794
O 2.625 -2.175 4.455
H 1.985 -0.985 2.881
H 1.890 -0.267 4.376
H 3.530 -0.369 3.783
H 3.060 -2.818 3.891
C -4.288 -3.993 -0.253
O -3.495 -3.127 -0.964
H -5.360 -3.901 -0.427
H -4.069 -5.042 -0.455
H -4.088 -3.803 0.801
H -3.744 -2.230 -0.728
C -0.603 3.372 -2.709
O -1.336 3.367 -1.477
H -0.687 4.385 -3.102
H 0.429 3.116 -2.469
H -0.958 2.624 -3.418
H -0.870 3.981 -0.904
C -0.892 -0.519 0.262
O -0.169 0.362 -0.604
H -1.320 -1.200 -0.473
H -0.220 -1.099 0.896
H -1.665 -0.102 0.908
H -0.403 1.280 -0.444
*
```

The following is a DFT calculation (ωB97M-V with the def2-TZVPD basis set) of a molecular structure, C5H21Li2N6O8.

Values from the calculation:
Relative energy (zero: lowest compared OMol25 entry of this formula, charge and spin) (kcal per mole): 98.10
Energy (eV): -31253.0090

```
! RIJCOSX wB97M-V def2-TZVPD def2/J DEFGRID3
* xyz 1 1
Li 2.649 2.299 3.032
Li 4.837 -0.049 3.092
C 1.265 -0.440 0.614
C 2.125 0.561 1.404
O 1.873 1.794 1.200
O 3.020 0.229 2.155
H 0.541 -1.104 1.087
H 2.053 -1.016 0.128
H 0.708 0.049 -0.185
C -2.371 -0.816 2.097
O -3.151 0.108 1.777
N -1.354 -0.595 2.825
N -2.640 -2.094 1.902
H -1.171 0.342 3.156
H -0.987 -1.397 3.317
H -3.327 -2.393 1.224
H -1.952 -2.813 2.075
C -1.481 -2.235 -1.672
O -1.699 -1.079 -1.419
N -2.297 -3.236 -1.619
N -0.294 -2.588 -2.056
H -2.104 -4.192 -1.884
H -3.288 -3.067 -1.724
H 0.434 -1.941 -2.324
H -0.036 -3.553 -1.909
C -1.700 2.943 0.214
O -2.647 3.426 -0.374
N -1.294 3.372 1.328
N -1.073 1.805 -0.102
H -1.799 4.178 1.670
H -0.461 3.009 1.768
H -1.473 1.361 -0.916
H -0.087 1.746 0.109
O 0.594 0.994 -2.813
H 1.141 0.755 -3.562
H 0.082 0.207 -2.629
O 4.408 -0.927 -2.495
H 3.907 -1.290 -1.765
H 3.750 -0.518 -3.058
O 1.884 3.066 -1.364
H 1.959 2.742 -0.466
H 1.458 2.355 -1.841
*
```

The following is a DFT calculation (ωB97M-V with the def2-TZVPD basis set) of 4 unconnected molecules or ions with the total composition C5H21N2O3.

Values from the calculation:
Relative energy (zero: lowest compared OMol25 entry of this formula, charge and spin) (kcal per mole): 33.64
Energy (eV): -14642.3531

```
! RIJCOSX wB97M-V def2-TZVPD def2/J DEFGRID3
* xyz 1 1
N -0.552 1.224 -0.461
C -1.381 0.678 0.629
C -1.327 -0.882 0.549
N -0.006 -1.288 0.955
C 2.033 -2.558 0.523
C 0.568 -2.420 0.144
C -0.212 -3.715 0.314
H -1.072 1.203 -1.313
H -0.356 2.214 -0.285
H 0.285 0.676 -0.664
H -2.405 1.007 0.720
H -0.840 0.848 1.555
H -1.533 -1.202 -0.463
H -2.191 -1.157 1.164
H 0.045 -1.704 1.870
H 2.550 -3.134 -0.242
H 2.054 -3.101 1.476
H 2.568 -1.659 0.819
H 0.465 -2.136 -0.914
H -1.280 -3.575 0.146
H 0.162 -4.492 -0.346
H -0.111 -4.036 1.353
H -0.473 4.335 1.888
H -1.734 3.597 1.356
O -0.816 3.477 1.622
H 1.650 3.739 -1.358
H 0.632 4.383 -0.355
O 0.771 4.120 -1.263
H 1.220 1.381 -3.579
H 0.548 2.548 -3.050
O 0.736 1.630 -2.793
*
```

The following is a DFT calculation (ωB97M-V with the def2-TZVPD basis set) of 5 unconnected molecules or ions with the total composition C5H21N2O5.

Values from the calculation:
Relative energy (zero: lowest compared OMol25 entry of this formula, charge and spin) (kcal per mole): 40.47
⟨S²⟩: 0.771
Energy (eV): -18724.7835

```
! RIJCOSX wB97M-V def2-TZVPD def2/J DEFGRID3
* xyz 2 2
C -1.885 2.885 0.282
O -2.385 1.710 -0.267
C -0.405 2.767 0.471
C 0.315 2.232 -0.747
C 0.473 0.734 -0.794
C 1.490 0.180 -0.150
N 1.665 -1.200 -0.232
N -0.555 0.012 -1.527
H -2.270 3.698 -0.354
H -2.392 3.249 1.189
H -3.193 1.444 0.210
H -0.157 2.265 1.428
H -0.109 3.750 0.860
H -0.324 2.598 -1.659
H 1.264 2.656 -1.024
H 2.423 0.760 0.219
H 0.843 -1.930 -0.451
H 2.392 -1.616 0.242
H -0.861 -0.840 -1.013
H -1.267 0.732 -1.820
H -0.132 -0.351 -2.324
H 0.486 -2.256 2.694
H 1.507 -3.399 2.771
O 1.128 -2.730 2.205
H -1.127 -1.437 4.085
H -1.423 -0.726 2.782
O -0.920 -1.408 3.134
H 0.075 -2.887 0.818
H -0.617 -3.722 -0.366
O -0.612 -2.889 0.063
H 2.207 0.294 -2.664
H 2.568 -1.108 -3.143
O 1.840 -0.389 -3.203
*
```

The following is a DFT calculation (ωB97M-V with the def2-TZVPD basis set) of 6 unconnected molecules or ions with the total composition C5H21N2O6.

Values from the calculation:
Relative energy (zero: lowest compared OMol25 entry of this formula, charge and spin) (kcal per mole): 56.23
Energy (eV): -20789.1127

```
! RIJCOSX wB97M-V def2-TZVPD def2/J DEFGRID3
* xyz -1 1
C -0.828 1.240 -0.849
O -1.831 0.325 -0.503
C -0.323 2.061 0.443
C 1.208 2.199 0.112
C 2.118 1.029 -0.071
C 1.784 -0.107 0.654
N 2.620 -1.172 0.184
N 3.291 1.125 -0.834
H -1.320 2.022 -1.583
H 0.010 0.586 -1.366
H -0.307 1.465 1.450
H -0.720 3.065 0.475
H 1.574 2.817 1.023
H 1.494 2.921 -0.715
H 1.076 -0.337 1.456
H 3.336 -1.488 0.881
H 2.117 -1.929 -0.231
H 4.045 0.361 -0.756
H 3.122 1.362 -1.773
H -0.447 -2.282 3.170
H -1.207 -2.832 1.759
O -0.530 -3.030 2.560
H -1.863 0.121 -3.172
H -2.509 0.101 -1.929
O -2.800 0.357 -2.796
H -2.989 -1.226 1.469
H -1.646 -0.541 0.266
O -2.128 -1.396 1.218
H 0.152 -0.102 -3.119
H -0.819 -1.007 -2.321
O -0.222 -1.007 -3.156
H -1.511 -0.772 2.398
H -0.179 0.175 2.496
O -0.805 -0.335 3.043
*
```

The following is a DFT calculation (ωB97M-V with the def2-TZVPD basis set) of 5 unconnected molecules or ions with the total composition C5H21NO4.

Values from the calculation:
Relative energy (zero: lowest compared OMol25 entry of this formula, charge and spin) (kcal per mole): 3.24
Energy (eV): -15206.3148
SMILES string: CC(C)CCN.O.O.O.O

```
! RIJCOSX wB97M-V def2-TZVPD def2/J DEFGRID3
* xyz 0 1
C 1.440 -0.252 2.646
C 0.848 -0.155 1.239
C 0.198 1.233 1.080
C -0.169 -1.287 1.041
C -0.558 -1.534 -0.423
N 0.517 -2.046 -1.290
H 2.149 0.559 2.837
H 0.666 -0.155 3.405
H 1.935 -1.214 2.804
H 1.634 -0.210 0.486
H 0.881 2.001 1.430
H -0.081 1.439 0.052
H -0.736 1.273 1.647
H 0.202 -2.223 1.461
H -1.082 -1.013 1.574
H -1.370 -2.259 -0.470
H -0.955 -0.619 -0.854
H 1.253 -1.364 -1.436
H 0.935 -2.858 -0.854
O -0.234 1.454 -2.814
H -0.415 1.107 -3.674
H 0.448 0.883 -2.455
O -2.607 1.600 -1.379
H -1.755 1.497 -1.870
H -2.729 2.560 -1.240
O 2.811 0.095 -1.737
H 3.045 0.999 -1.513
H 3.570 -0.424 -1.499
O -3.058 0.241 0.927
H -3.991 0.010 0.789
H -2.789 0.665 0.087
*
```